Entry from the OMol25 dataset: a structure of composition H6O3Tl at a distorted geometry (ωB97M-V/def2-TZVPD).

Atoms and positions in Å:
Tl (-0.10678, 0.93513, 0.41459)
O (-1.63657, 1.24951, 2.94343)
H (-2.39705, 0.66845, 2.92675)
H (-1.46609, 1.39500, 3.87402)
O (-0.17038, -1.64399, -0.98707)
H (0.61616, -2.18710, -1.03813)
H (-0.68477, -1.89381, -1.75469)
O (1.61914, 0.49759, -1.91640)
H (1.86275, 1.07611, -2.63903)
H (2.36358, -0.09689, -1.82348)

HOMO energy (spin up / spin down) = -20.99 / -19.53 eV
net charge = +2
2S+1 = 2
HOMO-LUMO gap (spin up / spin down) = 12.0 / 3.8 eV
LUMO level (spin up / spin down) = -8.989 / -15.688 eV
ΔE to the lowest compared entry with this formula, charge and spin = 0.000 eV


Entry from the OMol25 dataset: a cluster of 2 separate species, CH3NO2P in total at a distorted geometry (ωB97M-V/def2-TZVPD).

Atoms and positions in Å:
C (0.40575, -0.52122, 0.19172)
N (1.11998, -1.45218, 0.65257)
O (-1.82070, -0.03789, -1.36642)
O (-1.28267, 1.37694, 0.61957)
P (-1.41238, -0.13610, 0.03404)
H (1.19841, 0.80226, -1.01214)
H (2.14970, -1.52377, 0.56622)
H (-0.35809, 1.49197, 0.31445)

HOMO energy = -2.94 eV
net charge = -1
HOMO-LUMO gap = 7.3 eV
LUMO level = 4.317 eV
ΔE to the lowest compared entry with this formula, charge and spin = 2.705 eV


Entry from the OMol25 dataset: the molecule C6H9NO at a distorted geometry (ωB97M-V/def2-TZVPD).

Atoms and positions in Å:
C (2.54730, -0.21566, -1.52517)
C (1.89100, -0.81301, -0.32057)
N (2.49607, -1.69791, 0.34047)
C (0.52140, -0.33434, -0.06088)
C (0.11621, 0.45146, 0.92514)
H (1.98723, -2.06280, 1.14333)
H (2.71210, 0.84750, -1.35820)
H (3.49926, -0.70673, -1.70476)
H (1.90286, -0.32321, -2.39534)
H (0.75630, 0.87424, 1.68630)
C (-3.45847, 0.80492, 0.62335)
C (-2.07551, 0.47066, 0.17929)
O (-1.20504, 0.80033, 1.12477)
H (-0.23695, -0.66831, -0.76596)
H (-3.99526, -0.14052, 0.68554)
H (-3.93965, 1.38743, -0.16103)
H (-3.51882, 1.32591, 1.58380)

HOMO energy = -8.66 eV
net charge = 0
HOMO-LUMO gap = 9.1 eV
LUMO level = 0.412 eV
ΔE to the lowest compared entry with this formula, charge and spin = 3.925 eV


Entry from the OMol25 dataset: a structure of composition C35H43ClN2PdSi2 at a distorted geometry (ωB97M-V/def2-TZVPD).

Atoms and positions in Å:
C (-0.10997, 1.55138, 4.64293)
C (0.57691, 2.24741, 3.59920)
C (-0.39644, 2.70083, 2.64919)
H (1.65544, 2.40824, 3.55092)
C (-1.69664, 2.28155, 3.10386)
C (-1.50691, 1.56539, 4.33242)
H (-2.29648, 1.17462, 4.97591)
H (0.33913, 1.13362, 5.54473)
H (-0.18721, 3.21925, 1.71660)
H (-2.65003, 2.43493, 2.59969)
Pd (-0.47784, 0.66622, 2.78808)
Si (-0.56757, 2.36904, -2.64509)
C (0.71390, 1.54428, -3.71483)
C (0.40452, 0.38124, -4.43070)
H (-0.55370, -0.12964, -4.25958)
C (1.31618, -0.19461, -5.31209)
H (1.05057, -1.10544, -5.85831)
C (2.58883, 0.36835, -5.45300)
H (3.32370, -0.09867, -6.11036)
C (2.93072, 1.50132, -4.70332)
H (3.94162, 1.91189, -4.78493)
C (2.00912, 2.05878, -3.82052)
H (2.30967, 2.88081, -3.16366)
C (-2.02426, 2.32606, -3.83488)
C (-2.02352, 3.15651, -4.97576)
H (-1.22098, 3.88694, -5.10126)
C (-3.01198, 3.02519, -5.96319)
H (-2.98711, 3.65534, -6.85560)
C (-4.03323, 2.08468, -5.81943)
H (-4.81865, 1.99370, -6.57165)
C (-4.03437, 1.24726, -4.69622)
H (-4.80337, 0.48883, -4.57293)
C (-3.03152, 1.37057, -3.71457)
H (-3.01655, 0.68456, -2.86127)
H (-0.18503, 3.73817, -2.24586)
Si (0.08431, -1.67351, -1.60674)
C (-1.12532, -0.25545, -1.32346)
C (-0.71859, 1.20032, -1.14432)
H (0.30812, 1.27162, -0.71813)
C (-1.68438, 2.11012, -0.52566)
H (-1.45318, 3.17968, -0.46194)
C (-2.88867, 1.62663, -0.05441)
H (-3.58790, 2.32317, 0.40878)
C (-3.22675, 0.27860, -0.19128)
H (-4.19083, -0.08278, 0.16648)
C (-2.35567, -0.62968, -0.81328)
H (-2.68427, -1.67782, -0.89147)
C (1.75555, -0.88362, -1.28809)
C (1.92813, -0.11988, -0.13601)
H (1.18360, -0.13578, 0.67563)
C (3.07759, 0.64761, 0.00468)
H (3.10932, 1.37095, 0.81598)
C (4.14785, 0.45448, -0.87324)
H (5.06604, 1.02732, -0.74777)
C (4.02980, -0.45347, -1.92673)
H (4.86014, -0.63277, -2.58740)
C (2.82562, -1.11714, -2.15671)
H (2.70039, -1.82403, -2.97642)
H (0.02679, -2.69351, -2.60851)
Cl (-0.11167, -2.77683, 0.17813)
C (2.95766, -1.73232, 2.46212)
N (1.85144, -1.81847, 3.40941)
C (2.25742, -1.27744, 4.71222)
C (1.32089, -3.17111, 3.42975)
C (0.15781, -3.36452, 4.39888)
N (-1.09273, -2.76544, 3.95529)
C (-1.88133, -3.63575, 3.09118)
C (-1.90514, -2.23170, 5.02796)
H (3.32967, -0.70014, 2.42402)
H (3.79875, -2.40412, 2.74462)
H (2.59647, -2.01342, 1.46073)
H (3.03852, -1.91083, 5.19559)
H (2.67396, -0.27374, 4.55137)
H (1.38611, -1.19262, 5.38210)
H (0.99692, -3.40911, 2.40363)
H (2.11829, -3.89099, 3.72392)
H (0.01405, -4.45943, 4.47237)
H (0.43159, -2.96750, 5.38404)
H (-2.02409, -4.63720, 3.54080)
H (-2.86341, -3.16911, 2.93485)
H (-1.39990, -3.75797, 2.11588)
H (-1.33399, -1.49491, 5.60737)
H (-2.79755, -1.74972, 4.60783)
H (-2.23434, -3.03528, 5.71146)

HOMO energy (spin up / spin down) = -11.25 / -12.52 eV
net charge = +2
2S+1 = 5
HOMO-LUMO gap (spin up / spin down) = 5.1 / 2.7 eV
LUMO level (spin up / spin down) = -6.130 / -9.829 eV
ΔE to the lowest compared entry with this formula, charge and spin = 0.000 eV


Entry from the OMol25 dataset: a structure of composition C4H8O2 at a distorted geometry (ωB97M-V/def2-TZVPD).

Atoms and positions in Å:
C (-1.20834, -0.84718, 0.28871)
C (0.44296, 0.76893, -0.56149)
C (1.55410, 0.31758, 0.35981)
C (-0.83635, 1.02509, -0.03540)
O (-0.51693, -1.92273, -0.29655)
O (-1.57692, 1.86382, 0.34394)
H (-1.13281, -2.47858, -0.79471)
H (-2.27091, -0.86604, 0.02953)
H (-1.09856, -0.91675, 1.37138)
H (0.42178, 0.34484, -1.56032)
H (0.70539, 2.10546, -0.89243)
H (1.39806, 0.66889, 1.38097)
H (2.50599, 0.70894, -0.00387)
H (1.61255, -0.77229, 0.37043)

HOMO energy = -8.17 eV
net charge = 0
HOMO-LUMO gap = 8.9 eV
LUMO level = 0.738 eV
ΔE to the lowest compared entry with this formula, charge and spin = 3.953 eV


Entry from the OMol25 dataset: a cluster of 2 separate species, C2H2ClO3S in total at a distorted geometry (ωB97M-V/def2-TZVPD).

Atoms and positions in Å:
C (-1.41270, -1.00677, -0.89562)
C (-1.31999, -0.53734, 0.37798)
O (2.31357, -0.00982, -0.07469)
O (1.94223, 2.43748, -0.39641)
O (1.80295, 1.40449, 1.87948)
S (1.85937, 1.27724, 0.44422)
Cl (-2.29355, -1.06793, 1.73008)
H (-2.10475, -1.82864, -1.34386)
H (-0.78713, -0.66870, -1.72117)

HOMO energy (spin up / spin down) = -2.65 / -3.99 eV
net charge = -1
HOMO-LUMO gap (spin up / spin down) = 5.0 / 7.1 eV
LUMO level (spin up / spin down) = 2.305 / 3.064 eV
ΔE to the lowest compared entry with this formula, charge and spin = 3.602 eV


Entry from the OMol25 dataset: a structure of composition C34H29AsF5O7P2S2TeZr at a distorted geometry (ωB97M-V/def2-TZVPD).

Atoms and positions in Å:
Zr (-0.74608, 0.49916, -0.80413)
S (0.04375, -1.91539, -0.45197)
C (1.79888, -2.04319, -0.60028)
C (2.25405, -3.15868, -1.30119)
C (3.59969, -3.55375, -1.33912)
C (4.49805, -2.78394, -0.63232)
C (4.08756, -1.63507, 0.04811)
C (2.75730, -1.25157, 0.06289)
As (2.10514, 0.43863, 0.86572)
C (2.81093, 0.10082, 2.63900)
C (2.15723, -0.90681, 3.36313)
C (2.49384, -1.09275, 4.68547)
C (3.47956, -0.33495, 5.29956)
C (4.19940, 0.55888, 4.54126)
C (3.88670, 0.76623, 3.20685)
C (3.33440, 1.83319, 0.18524)
C (3.01153, 3.09587, 0.63968)
C (3.56004, 4.19719, 0.01833)
C (4.41500, 4.04790, -1.07985)
C (4.72479, 2.76314, -1.52054)
C (4.21126, 1.65109, -0.88311)
H (1.49818, -3.67538, -1.90764)
H (3.90188, -4.40236, -1.95327)
H (5.55587, -3.00886, -0.62550)
H (4.86448, -1.05436, 0.52868)
H (1.42061, -1.53928, 2.88524)
H (1.94512, -1.83449, 5.28992)
H (3.68266, -0.44323, 6.36320)
H (5.03561, 1.08082, 4.98909)
H (4.51211, 1.43482, 2.63499)
H (2.31585, 3.19304, 1.47470)
H (3.30798, 5.17811, 0.38437)
H (4.76166, 4.91882, -1.65801)
H (5.40775, 2.67105, -2.37567)
H (4.39037, 0.65099, -1.24698)
F (-2.60622, 0.12153, 6.05331)
C (-2.23977, 0.67498, 4.88333)
C (-1.74196, -0.08912, 3.82837)
F (-1.58594, -1.41746, 3.97641)
C (-1.32552, 0.53138, 2.64225)
F (-0.90723, -0.24789, 1.56056)
C (-1.36291, 1.90945, 2.44946)
S (-0.85737, 2.57144, 0.91326)
C (-1.82870, 2.67283, 3.55356)
F (-1.79473, 4.03301, 3.41366)
C (-2.27210, 2.07716, 4.73313)
F (-2.58164, 2.81125, 5.81626)
C (0.19913, 3.35961, -4.29278)
C (-0.16413, 1.88888, -4.49502)
O (-0.34448, 1.49303, -5.92353)
P (1.10403, 0.75327, -3.73510)
O (2.55785, 1.29995, -4.00109)
O (0.93007, -0.68160, -4.35596)
O (0.91395, 0.58019, -2.22482)
P (-1.64327, 1.48605, -3.49508)
O (-2.84388, 2.30530, -4.18557)
O (-1.66980, -0.01741, -3.43593)
O (-1.42232, 2.05281, -2.09861)
H (1.03107, 3.66176, -4.97356)
H (0.55382, 3.59113, -3.27439)
H (-0.66805, 3.99261, -4.49825)
H (-1.14723, 1.91057, -6.22646)
H (3.02762, 0.94420, -4.79032)
H (-0.02527, -0.91412, -4.37599)
H (-3.80357, 1.98119, -4.11713)
C (-4.23902, -1.98655, -1.63646)
Te (-3.86993, -0.19341, -0.33207)
C (-3.97791, -1.85796, 1.18627)
C (-4.93374, -2.85341, 0.62470)
C (-5.87313, -3.51195, 1.41773)
C (-6.84462, -4.30497, 0.84526)
C (-7.05918, -4.30199, -0.53251)
C (-6.22879, -3.55950, -1.35411)
C (-5.08823, -2.88448, -0.80604)
H (-3.24701, -2.37410, -1.92473)
H (-4.69278, -1.56112, -2.56667)
H (-4.23968, -1.40429, 2.15928)
H (-2.91616, -2.22443, 1.25700)
H (-5.80187, -3.45864, 2.51030)
H (-7.49637, -4.89956, 1.50292)
H (-7.84674, -4.93723, -0.97366)
H (-6.40942, -3.46805, -2.42703)

HOMO energy = -10.43 eV
net charge = +1
HOMO-LUMO gap = 6.7 eV
LUMO level = -3.685 eV
ΔE to the lowest compared entry with this formula, charge and spin = 0.121 eV


Entry from the OMol25 dataset: a cluster of 12 separate species, C6H33NO12 in total at a distorted geometry (ωB97M-V/def2-TZVPD).

Atoms and positions in Å:
C (1.68776, 1.92645, -0.28015)
O (2.81207, 2.90675, -0.39935)
C (1.73531, 1.22800, -1.66501)
C (2.22856, -0.20466, -1.47646)
C (1.10765, -0.90920, -0.61243)
C (0.60696, -2.05244, -1.02204)
N (-0.58948, -2.64370, -0.36533)
C (-1.36535, -3.60012, -0.76216)
H (1.84467, 1.38559, 0.69953)
H (0.75165, 2.44521, -0.02371)
H (2.42402, 3.94344, -0.43817)
H (0.72477, 1.29249, -2.14224)
H (2.50721, 1.71832, -2.29572)
H (3.16554, -0.03545, -0.86247)
H (2.38606, -0.80942, -2.41780)
H (0.80728, -0.24060, 0.20506)
H (1.07987, -2.60834, -1.72286)
H (-1.56162, -4.18819, -1.54735)
H (-2.32139, -3.76980, -0.14717)
H (3.80351, -1.65544, 0.75072)
H (4.47183, -2.06289, -0.49383)
O (3.67112, -2.35798, 0.07808)
H (0.67829, -3.58204, 2.16609)
H (2.02957, -2.93512, 2.34601)
O (1.12888, -2.87244, 2.70415)
H (-1.71233, 0.26510, 3.01609)
H (-2.92758, -0.38170, 3.71429)
O (-2.63836, 0.39441, 3.27252)
H (-2.92286, 1.78625, -4.20336)
H (-2.00883, 1.79972, -3.15711)
O (-2.69553, 2.37741, -3.45412)
H (-4.36913, -1.24299, -2.72272)
H (-4.43354, 0.40630, -3.09889)
O (-3.96749, -0.40356, -3.17601)
H (-4.59993, 1.11654, 0.50365)
H (-3.75060, 0.66557, 1.88096)
O (-4.19851, 1.25342, 1.25368)
H (-0.63280, -1.02669, 1.56047)
H (0.28642, -1.41495, 2.81802)
O (-0.37121, -0.70294, 2.45798)
H (-2.03288, 0.32669, -1.98477)
H (-1.58328, 0.83384, -0.79942)
O (-1.32281, 0.18380, -1.41604)
H (3.94460, 0.69713, 0.93144)
H (5.02823, 1.38396, 0.22800)
O (4.76494, 0.57696, 0.57023)
H (1.34604, 0.31144, 2.95509)
H (0.59368, 1.54437, 3.61076)
O (1.55561, 1.15545, 3.46274)
H (-2.89208, 2.35046, 1.12343)
H (-2.20173, 2.75418, -0.29617)
O (-2.07276, 2.67141, 0.67384)

HOMO energy = -8.98 eV
net charge = 0
SMILES = C=N/C=C/CCCO.O.O.O.O.O.O.O.O.O.O.O
HOMO-LUMO gap = 9.0 eV
LUMO level = -0.017 eV
ΔE to the lowest compared entry with this formula, charge and spin = 7.662 eV